Computed, not measured: one molecule with the formula C3H2BrCl3 at a distorted geometry, with ωB97M-V/def2-TZVPD.

<S²>: 2.0060
Total charge: 0
Relative energy (zero: lowest compared OMol25 entry of this formula, charge and spin): 29.4 kcal per mole
E_tot: -110746.9907 eV
Orbital gap (alpha / beta): 6.97 / 5.83 eV
2S+1: 3
LUMO level (alpha / beta): 0.67 / -4.38 eV
HOMO energy (alpha / beta): -6.30 / -10.20 eV

Last columns: bonded neighbours and bond lengths (Å).
CARTESIAN COORDINATES (ANGSTROEM)
1 C 0.37 -0.62 -0.59  C2 1.519, C3 1.548, Cl4 1.840, H8 1.208
2 C 0.53 0.14 0.71  C1 1.519, C3 1.519, Cl5 1.735, H9 1.057
3 C -0.72 0.38 -0.12  C1 1.548, C2 1.519, Cl6 1.686, Br7 2.050
4 Cl 0.13 -2.42 -0.34  C1 1.840
5 Cl 1.65 1.47 0.68  C2 1.735
6 Cl -0.79 1.86 -0.92  C3 1.686
7 Br -2.57 -0.35 0.39  C3 2.050
8 H 1.05 -0.11 -1.46  C1 1.208
9 H 0.34 -0.34 1.64  C2 1.057

These are the Mulliken partial charges, in e, on atoms 1 to 5: -0.181 -0.192 0.103 -0.168 -0.143

---

Computed, not measured: an isolated ion of composition C5H13O2S and charge +1 at a distorted geometry, with ωB97M-V/def2-TZVPD.

Total charge: +1
Relative energy (zero: lowest compared OMol25 entry of this formula, charge and spin): 93.1 kcal per mole
E_tot: -20315.1367 eV
Orbital gap: 11.43 eV
LUMO level: -3.25 eV
HOMO energy: -14.68 eV

Last columns: bonded neighbours and bond lengths (Å).
CARTESIAN COORDINATES (ANGSTROEM)
1 C 0.94 -1.37 1.09  C2 1.535, H9 1.077, H10 1.079, H11 1.080
2 C 1.80 -0.73 -0.01  C1 1.535, C3 1.539, H12 1.080, H13 1.075
3 C 1.29 0.60 -0.61  C2 1.539, C4 1.530, H14 1.073, H15 1.080
4 C 0.46 1.48 0.32  C3 1.530, S5 1.827, H16 1.080, H17 1.079
5 S -1.28 1.76 -0.17  C4 1.827, C6 1.828, H18 1.343
6 C -2.37 0.35 0.25  S5 1.828, O7 1.369, H19 1.084, H20 1.080
7 O -2.57 -0.56 -0.75  C6 1.369, O8 1.412
8 O -1.28 -0.92 -1.22  O7 1.412, H21 0.975
9 H -0.07 -0.99 1.14  C1 1.077
10 H 1.42 -1.22 2.05  C1 1.079
11 H 0.88 -2.44 0.95  C1 1.080
12 H 1.84 -1.43 -0.82  C2 1.080
13 H 2.81 -0.64 0.34  C2 1.075
14 H 0.79 0.41 -1.54  C3 1.073
15 H 2.17 1.17 -0.87  C3 1.080
16 H 0.48 1.20 1.36  C4 1.080
17 H 0.85 2.49 0.27  C4 1.079
18 H -1.26 1.75 -1.51  S5 1.343
19 H -2.07 -0.09 1.20  C6 1.084
20 H -3.35 0.79 0.40  C6 1.080
21 H -1.48 -1.62 -1.87  O8 0.975

These are the Mulliken partial charges, in e, on atoms 1 to 5: -0.889 -0.657 -0.514 -0.663 0.107